Molecular formula: C5H11NO2
Method: DFT, the ωB97M-V functional and the def2-TZVPD basis

The calculation puts the LUMO energy (alpha / beta) at -3.88 / -7.34 eV. The value obtained for the energy is -402.0064 Ha. As for the energy above the lowest of the compared OMol25 structures with the same formula, charge and spin: 30.54 kcal/mol. The calculation puts the gap between HOMO and LUMO (alpha / beta) at 0.3917 / 0.2746 Ha.

Geometry as ORCA input:
```
! wB97M-V def2-TZVPD RIJCOSX def2/J DEFGRID3
* xyz 1 2
C -1.006 -2.050 0.858
C -0.906 -2.055 -0.532
N -1.069 -0.727 -1.044
C -1.333 0.068 0.066
C -1.194 -0.729 1.272
C -1.551 1.504 0.039
H -0.552 -2.875 1.402
H -0.594 -2.683 -1.228
H -1.189 -0.498 -1.961
H -1.043 -0.363 2.257
H -0.556 1.953 -0.025
H -2.235 1.864 -0.792
H -1.727 2.052 0.961
H 2.048 1.177 0.051
H 1.934 2.101 1.271
O 1.921 1.197 1.025
H 3.248 0.525 -0.727
H 2.456 -0.388 -1.385
O 3.347 -0.073 -1.507
*
```

=====

Molecular formula: C28H21F6O17Zr
Method: DFT, the ωB97M-V functional and the def2-TZVPD basis

The calculation puts the LUMO energy at 5.55 eV. The value obtained for the energy is -3004.9167 Ha. The calculation puts the gap between HOMO and LUMO at 0.1838 Ha.

Geometry as ORCA input:
```
! wB97M-V def2-TZVPD RIJCOSX def2/J DEFGRID3
* xyz -3 1
Zr 0.250 0.069 -0.944
C 3.765 1.976 -2.928
C 2.480 1.354 -2.493
C 1.109 1.715 -3.243
O 0.114 1.127 -2.790
C 1.199 2.715 -4.406
C 2.421 3.273 -4.693
C 3.709 2.864 -3.969
O 4.828 3.535 -4.112
O 2.449 4.140 -5.622
O 2.245 0.559 -1.547
H 4.672 1.751 -2.386
H 0.279 3.008 -4.891
C -2.204 -2.647 0.667
C -2.477 -3.971 0.986
C -1.768 -4.708 2.185
O -1.835 -6.014 2.066
C -0.951 -3.922 3.056
C -0.732 -2.586 2.717
C -1.314 -1.959 1.450
O -0.900 -0.833 0.848
O 0.140 -1.992 3.457
O -2.981 -4.759 0.146
H -2.650 -2.189 -0.204
H -0.434 -4.337 3.909
C -1.400 -3.638 -2.675
C -0.587 -2.548 -2.250
C 0.696 -2.851 -1.425
O 1.254 -1.824 -1.028
C 0.799 -4.173 -0.856
C -0.074 -5.128 -1.221
C -1.132 -4.886 -2.252
O -2.109 -5.777 -2.424
O -0.176 -6.088 -0.382
O -0.891 -1.354 -2.223
H -2.283 -3.483 -3.276
H 1.387 -4.279 0.044
C -0.177 3.909 1.715
C 0.431 3.494 0.390
O 0.296 2.114 0.008
H 0.183 3.290 2.536
H -1.265 3.869 1.760
H 0.030 4.942 1.995
H 1.467 3.830 0.407
H 0.074 4.155 -0.401
C 2.256 1.705 4.447
C 2.877 1.600 3.060
O 3.357 0.285 2.908
C 2.959 -0.485 1.919
O 2.013 -0.212 1.132
C 3.676 -1.893 1.737
F 2.814 -2.923 1.756
F 4.188 -1.897 0.489
F 4.694 -2.072 2.618
H 1.804 0.735 4.655
H 1.483 2.439 4.674
H 3.093 1.850 5.131
H 3.690 2.324 3.029
H 2.207 1.933 2.268
C -3.783 1.812 1.742
C -4.234 1.000 0.512
O -4.074 1.629 -0.729
C -2.982 1.553 -1.418
O -1.997 0.865 -1.150
C -2.978 2.553 -2.650
F -2.599 1.912 -3.726
F -4.208 2.983 -2.845
F -2.076 3.544 -2.390
H -2.719 1.927 1.537
H -4.048 1.412 2.721
H -4.159 2.832 1.824
H -5.313 0.875 0.599
H -3.876 -0.028 0.449
*
```

=====

Molecular formula: C23H47ClFNO7PSSi
Method: DFT, the ωB97M-V functional and the def2-TZVPD basis

The calculation puts the LUMO energy at 2.08 eV. The value obtained for the energy is -3075.0595 Ha. The calculation puts the gap between HOMO and LUMO at 0.2379 Ha.

Geometry as ORCA input:
```
! wB97M-V def2-TZVPD RIJCOSX def2/J DEFGRID3
* xyz -1 1
C 0.877 0.804 0.690
C 1.458 -0.347 -0.238
C 3.025 -0.194 -0.192
C 0.961 -1.747 0.305
C 1.529 -2.835 -0.667
C -0.614 -1.748 0.387
O -1.116 -1.125 -0.800
C -1.992 -1.952 -1.556
C -1.546 -3.387 -1.979
C -2.854 -4.259 -2.081
O -3.200 -4.824 -1.083
O -3.299 -1.814 -1.004
P -4.337 -0.759 -1.950
C -5.790 -1.735 -1.127
C -7.189 -1.595 -1.831
C -7.275 -2.232 -3.264
Cl -7.874 -1.018 -4.506
N -5.387 0.377 -2.990
C -4.980 0.616 -4.064
S -4.381 0.974 -5.533
Si -4.407 0.938 -0.462
C -6.264 1.285 -0.068
C -3.782 2.578 -1.253
C -3.420 0.614 1.138
O -2.927 0.012 -2.670
C -2.096 -1.090 -2.927
F -2.293 -1.796 -4.118
H 1.540 1.691 0.746
H 0.736 0.353 1.706
H -0.150 1.075 0.339
H 1.163 -0.187 -1.303
H 3.478 -0.418 0.797
H 3.248 0.861 -0.495
H 3.442 -0.822 -1.019
H 1.396 -1.956 1.318
H 1.056 -2.679 -1.666
H 1.328 -3.881 -0.331
H 2.629 -2.757 -0.833
H -1.050 -2.747 0.604
H -0.886 -1.097 1.259
H -0.939 -3.904 -1.196
H -0.936 -3.419 -2.907
H -3.417 -4.354 -3.044
H -4.510 -1.720 -3.010
H -5.499 -2.815 -1.230
H -5.829 -1.529 -0.032
H -7.919 -2.168 -1.195
H -7.586 -0.553 -1.841
H -6.345 -2.726 -3.605
H -8.065 -3.021 -3.261
H -6.798 1.506 -1.027
H -6.381 2.221 0.543
H -6.752 0.458 0.492
H -2.731 2.509 -1.610
H -3.879 3.395 -0.491
H -4.414 2.883 -2.123
H -3.914 1.152 1.990
H -2.386 1.011 0.978
H -3.400 -0.471 1.377
H -1.093 -0.585 -2.965
C 7.604 4.389 0.781
O 7.037 3.750 1.904
C 5.632 3.576 1.766
C 5.130 2.513 2.726
O 5.352 1.186 2.258
C 6.692 0.711 2.343
C 7.118 0.377 3.762
O 7.518 1.555 4.450
C 7.540 1.369 5.849
H 7.159 5.379 0.632
H 8.672 4.505 0.962
H 7.468 3.778 -0.118
H 5.387 3.284 0.738
H 5.151 4.535 1.998
H 4.044 2.613 2.797
H 5.532 2.651 3.731
H 7.386 1.401 1.862
H 6.703 -0.216 1.764
H 7.980 -0.303 3.735
H 6.288 -0.107 4.290
H 6.535 1.140 6.221
H 7.876 2.298 6.308
H 8.234 0.566 6.124
*
```

=====

Molecular formula: C9H12ClN
Method: DFT, the ωB97M-V functional and the def2-TZVPD basis

The calculation puts the LUMO energy at 0.70 eV. The value obtained for the energy is -865.0885 Ha. As for the energy above the lowest of the compared OMol25 structures with the same formula, charge and spin: 4.62 kcal/mol. The calculation puts the gap between HOMO and LUMO at 0.3552 Ha.

Geometry as ORCA input:
```
! wB97M-V def2-TZVPD RIJCOSX def2/J DEFGRID3
* xyz 0 1
H 2.221 -0.382 2.008
N 1.222 -0.389 1.819
C 0.904 -0.361 0.596
C 1.876 -0.312 -0.566
C 3.338 -0.186 -0.155
C -0.538 -0.356 0.274
C -1.024 -0.421 -1.031
C -2.385 -0.386 -1.276
C -3.282 -0.275 -0.228
C -2.811 -0.208 1.073
C -1.454 -0.253 1.322
H 1.608 0.536 -1.203
H 1.743 -1.224 -1.156
H 3.964 -0.112 -1.042
H 3.497 0.710 0.444
H 3.663 -1.055 0.415
H -0.345 -0.500 -1.866
H -2.744 -0.444 -2.294
H -4.345 -0.243 -0.422
H -3.508 -0.115 1.894
H -1.072 -0.208 2.328
Cl 0.008 2.758 0.006
H -0.535 3.428 -0.940
*
```

=====

Molecular formula: C4H14N2O
Method: DFT, the ωB97M-V functional and the def2-TZVPD basis

The calculation puts the LUMO energy (alpha / beta) at 0.37 / 0.89 eV. The value obtained for the energy is -345.3510 Ha. As for the energy above the lowest of the compared OMol25 structures with the same formula, charge and spin: 141.33 kcal/mol. The calculation puts the gap between HOMO and LUMO (alpha / beta) at 0.2797 / 0.3266 Ha.

Geometry as ORCA input:
```
! wB97M-V def2-TZVPD RIJCOSX def2/J DEFGRID3
* xyz 0 1
C -0.510 -0.982 -1.186
C -0.247 -0.958 -2.671
O -0.029 -2.065 -0.457
H 0.947 -1.987 -0.400
H -1.592 -0.997 -1.029
H -0.762 -0.066 0.385
H 0.812 -0.802 -2.892
H -0.529 -1.874 -3.200
H -0.791 -0.137 -3.139
C 0.045 -0.023 2.327
C -0.621 1.960 1.067
N -0.153 0.580 1.014
N 1.520 0.055 -0.545
H 1.521 1.073 -0.597
H 2.236 -0.228 0.124
H -0.850 0.064 2.956
H 0.130 2.575 1.566
H 0.310 -1.071 2.204
H 0.864 0.493 2.829
H -1.579 2.059 1.595
H -0.720 2.333 0.048
*
```

=====

Molecular formula: C14H16N6O2
Method: DFT, the ωB97M-V functional and the def2-TZVPD basis

The calculation puts the LUMO energy at 0.64 eV. The value obtained for the energy is -1021.9935 Ha. As for the energy above the lowest of the compared OMol25 structures with the same formula, charge and spin: 79.79 kcal/mol. The calculation puts the gap between HOMO and LUMO at 0.3026 Ha.

Geometry as ORCA input:
```
! wB97M-V def2-TZVPD RIJCOSX def2/J DEFGRID3
* xyz 0 1
N -3.682 -1.605 1.309
C -2.688 -0.815 1.048
N -2.425 0.030 1.942
C -1.281 0.725 1.928
N -1.004 1.723 2.820
C -2.020 2.584 3.582
C -1.635 4.044 3.565
C -2.788 3.568 2.647
C -0.324 0.354 1.028
N 0.929 0.697 0.816
C 1.394 -0.118 -0.145
N 0.476 -1.169 -0.389
C 0.708 -1.872 -1.648
C 0.597 -0.782 -2.681
C 1.555 -0.898 -3.702
C 2.627 -1.983 -3.362
C 3.922 -1.240 -3.136
O 4.193 -0.227 -3.670
O 4.841 -1.751 -2.283
C 2.054 -2.630 -2.073
C -0.677 -0.684 0.224
N -1.837 -1.377 0.247
H -3.538 -2.559 0.946
H -4.107 -1.427 2.185
H -0.169 2.147 2.539
H -2.781 1.978 4.103
H -0.776 4.261 2.907
H -1.748 4.680 4.349
H -2.720 3.231 1.567
H -3.770 3.938 2.978
H 2.422 -0.048 -0.528
H -0.203 -2.532 -1.765
H 0.105 0.178 -2.646
H 1.575 -0.228 -4.640
H 2.781 -2.703 -4.233
H 5.590 -1.161 -2.232
H 2.775 -2.656 -1.275
H 1.629 -3.674 -2.323
*
```

=====

Molecular formula: C4H9NO
Method: DFT, the ωB97M-V functional and the def2-TZVPD basis

The calculation puts the LUMO energy at 0.91 eV. The value obtained for the energy is -287.7920 Ha. As for the energy above the lowest of the compared OMol25 structures with the same formula, charge and spin: 25.40 kcal/mol. The calculation puts the gap between HOMO and LUMO at 0.3910 Ha.

Geometry as ORCA input:
```
! wB97M-V def2-TZVPD RIJCOSX def2/J DEFGRID3
* xyz 0 1
C 1.851 -0.960 -0.809
C 1.154 0.440 -0.836
N -0.319 0.694 -0.340
C -0.613 0.238 0.893
C -2.268 0.314 1.145
O 0.205 -0.073 1.738
H 2.838 -0.917 -1.313
H 1.282 -1.727 -1.343
H 2.049 -1.320 0.205
H 1.802 1.137 -0.287
H 1.096 0.778 -1.870
H -1.073 0.428 -0.967
H -2.996 -0.031 0.367
H -2.617 1.331 1.412
H -2.391 -0.333 2.006
*
```

=====

Molecular formula: CH2Cl2FN
Method: DFT, the ωB97M-V functional and the def2-TZVPD basis

The calculation puts the LUMO energy at -0.05 eV. The value obtained for the energy is -1114.1432 Ha. As for the energy above the lowest of the compared OMol25 structures with the same formula, charge and spin: 97.21 kcal/mol. The calculation puts the gap between HOMO and LUMO at 0.3320 Ha.

Geometry as ORCA input:
```
! wB97M-V def2-TZVPD RIJCOSX def2/J DEFGRID3
* xyz 0 1
C -1.051 -1.116 0.984
N 1.372 0.632 -1.105
F -2.284 -1.512 0.665
Cl -0.068 -0.342 -1.142
Cl -1.190 0.300 1.820
H 1.297 1.631 -0.870
H 1.924 0.407 -0.352
*
```